Below is a structure of composition C22H20Cl2MgN10O4Se2 in a non-equilibrium geometry, with properties calculated with wB97M-V/def2-TZVPD.

Properties
- Orbital gap: 6.2505 eV
- Electronic energy: -7622.4559 hartree
- HOMO energy: -2.6 eV
- LUMO: 0.13304 hartree
- Net charge: -2
- Energy relative to the best compared isomer or geometry (same formula, charge and spin): 6.43 kcal/mol

Positions of all 61 atoms, in Å:
Mg (2.309176, -0.511579, -1.432424)
C (-2.247272, -3.424423, 3.136803)
Se (-2.617960, -1.502404, 3.083135)
C (-2.577430, -1.560111, 1.136398)
C (-3.888487, -1.923879, 0.547926)
Se (-5.280285, -0.541265, 0.562971)
C (-5.889843, -0.538488, 2.427089)
H (-1.273899, -3.567133, 2.737640)
H (-2.943726, -4.013659, 2.629614)
H (-2.304505, -3.697043, 4.222827)
H (-1.764150, -2.198544, 0.907433)
H (-2.237678, -0.606196, 0.721355)
H (-4.372913, -2.788977, 1.038106)
H (-3.690997, -2.239472, -0.452663)
H (-6.761459, 0.016818, 2.371608)
H (-5.160472, -0.138801, 3.116827)
H (-6.207047, -1.507254, 2.793946)
Cl (0.600438, 1.735663, -5.447481)
C (-0.351447, 1.687117, -3.978293)
C (-1.625013, 2.235740, -3.937228)
C (-2.331396, 2.260020, -2.774148)
Cl (-3.800963, 3.234208, -2.735066)
C (-1.753303, 1.822869, -1.557989)
C (-2.302099, 1.913172, -0.277275)
C (-1.570718, 1.559824, 0.816429)
C (-0.318552, 0.933004, 0.650916)
N (0.208194, 0.815978, -0.566697)
C (-0.476766, 1.243259, -1.657327)
C (0.309794, 1.164382, -2.876690)
O (1.465832, 0.625715, -2.818109)
H (-2.032032, 2.671087, -4.833004)
H (-3.273933, 2.453912, -0.185789)
H (-1.924096, 1.720110, 1.814400)
H (0.241990, 0.488528, 1.470676)
N (1.939812, -3.092039, -3.619720)
C (3.253846, -2.730583, -3.408552)
N (4.274970, -3.379351, -3.924798)
N (5.367715, -2.663943, -3.510443)
N (5.007700, -1.739967, -2.685881)
N (3.650684, -1.733192, -2.594676)
C (0.985179, -2.981282, -2.638834)
N (-0.163001, -3.631395, -2.775377)
N (-0.869753, -3.238093, -1.733090)
N (-0.194946, -2.385046, -0.986226)
N (1.034752, -2.220537, -1.560474)
H (1.866513, -3.957008, -4.162969)
O (3.401744, 0.297840, 3.241341)
C (3.301281, 1.591888, 2.888793)
C (3.403453, 2.505363, 3.927535)
C (3.388481, 3.852092, 3.614219)
C (3.391324, 4.355404, 2.337018)
C (3.283409, 3.377833, 1.268603)
C (3.287479, 2.029025, 1.535320)
C (3.194281, 1.068366, 0.329723)
O (3.326887, 1.494839, -0.786018)
O (2.982212, -0.167267, 0.606656)
H (3.281089, -0.214843, 2.428380)
H (3.489495, 2.101005, 4.931584)
H (3.323491, 4.609778, 4.395116)
H (3.369310, 5.387501, 2.092088)
H (3.265636, 3.641444, 0.134788)

Atoms 1-2, force components in eV/Å:
0.1 0.3 0.1
0.2 1.0 2.6

Atom charges from the natural (NBO) analysis, given in e for atoms 1 to 4:
1. Mg 1.77
2. C -0.76
3. Se 0.20
4. C -0.59

Below is an isolated molecule of C22H20ClFN4O3S in a non-equilibrium geometry, with properties calculated with wB97M-V/def2-TZVPD.

Properties
- Orbital gap: 8.5226 eV
- Electronic energy: -2253.3626 hartree
- HOMO energy: -8.4 eV
- LUMO: 0.00419 hartree
- Net charge: 0
- SMILES: O=C(Nc1cccc(Cl)c1)c1ccc(F)c(S(=O)(=O)N2CCN(c3ccccn3)CC2)c1

Positions of all 52 atoms, in Å:
O (2.372132, 1.150707, 1.315074)
C (1.965669, 0.050102, 1.014153)
N (1.817298, -0.986643, 1.889162)
C (2.048909, -1.003496, 3.265251)
C (2.618683, 0.062019, 3.957064)
C (2.814680, -0.035943, 5.322489)
C (2.456428, -1.176587, 6.020323)
C (1.893196, -2.232951, 5.322755)
Cl (1.436061, -3.673183, 6.164214)
C (1.687173, -2.158429, 3.958082)
C (1.548756, -0.273796, -0.388023)
C (1.510040, -1.560769, -0.919893)
C (1.086555, -1.768230, -2.219415)
C (0.704284, -0.684030, -2.992287)
F (0.254468, -0.911514, -4.232510)
C (0.780111, 0.607028, -2.498880)
S (0.428545, 2.055955, -3.522525)
O (1.103616, 3.158769, -2.911421)
O (0.710681, 1.729087, -4.882456)
N (-1.194838, 2.373426, -3.416540)
C (-1.671461, 3.094206, -2.259691)
C (-2.611997, 2.210458, -1.419654)
N (-2.248794, 0.828812, -1.594597)
C (-1.874043, -0.026332, -0.607154)
C (-1.560192, 0.393291, 0.701099)
C (-1.256091, -0.558400, 1.646025)
C (-1.230586, -1.903575, 1.285859)
C (-1.494034, -2.212578, -0.034043)
N (-1.808778, -1.316903, -0.952092)
C (-2.522994, 0.338869, -2.929074)
C (-2.101350, 1.402088, -3.970248)
C (1.207451, 0.802839, -1.203099)
H (1.368315, -1.819806, 1.534791)
H (2.898541, 0.954202, 3.423764)
H (3.255873, 0.793226, 5.853588)
H (2.610566, -1.249294, 7.084663)
H (1.249942, -2.995669, 3.434844)
H (1.836433, -2.414751, -0.344978)
H (1.044206, -2.758444, -2.644136)
H (-2.198610, 3.997171, -2.589531)
H (-0.789159, 3.400995, -1.697945)
H (-2.575702, 2.501901, -0.372887)
H (-3.645278, 2.338850, -1.769684)
H (-1.551695, 1.435403, 0.972943)
H (-1.033425, -0.259897, 2.660584)
H (-1.026595, -2.674739, 2.011574)
H (-1.469630, -3.235177, -0.389478)
H (-1.981163, -0.596891, -3.056142)
H (-3.594623, 0.121075, -3.035796)
H (-2.978309, 1.937171, -4.348399)
H (-1.587203, 0.942006, -4.813752)
H (1.297938, 1.808373, -0.821971)

Atoms 1-2, force components in eV/Å:
0.0 0.2 0.1
-0.1 -0.2 -0.2

Atom charges from the natural (NBO) analysis, given in e for atoms 1 to 4:
1. O -0.60
2. C 0.68
3. N -0.60
4. C 0.15

Below is an isolated molecule of C22H20F12I2NO9P in a non-equilibrium geometry, with properties calculated with wB97M-V/def2-TZVPD.

Properties
- Orbital gap: 8.9266 eV
- Electronic energy: -3717.5125 hartree
- HOMO energy: -9.5 eV
- LUMO: -0.02268 hartree
- Net charge: 0
- SMILES: C[C@@H](I)[C@@H](I)[C@@](N)(CCC(=O)O)[C@H](O[C@@](F)(C(=O)C(F)(F)C(F)(F)C(F)(F)C(=O)O)P(=O)(O)O)C(F)(F)c1cccc(C(F)(F)F)c1

Positions of all 67 atoms, in Å:
C (-4.295562, 1.131858, 1.420680)
C (-3.171459, 0.283287, 2.035556)
I (-3.660074, 0.044692, 4.156348)
C (-2.975891, -1.141928, 1.474075)
I (-4.900615, -2.065023, 1.180573)
C (-2.027083, -1.229996, 0.256185)
N (-1.589374, -2.643507, 0.253954)
C (-2.660654, -0.896750, -1.128151)
C (-3.248574, -2.059441, -1.919120)
C (-2.298880, -2.643057, -2.913364)
O (-1.249555, -2.149719, -3.268376)
O (-2.743123, -3.810940, -3.429698)
C (-0.704339, -0.460382, 0.517477)
O (-0.382326, -0.464113, 1.909306)
C (0.787735, -1.113622, 2.255739)
F (0.857147, -2.380098, 1.797898)
C (2.063729, -0.407773, 1.688574)
O (2.459616, -0.741865, 0.586090)
C (2.883741, 0.664568, 2.437796)
F (2.140707, 1.745537, 2.746653)
F (3.371719, 0.205350, 3.588732)
C (4.102709, 1.183728, 1.620814)
F (4.921136, 0.197487, 1.265530)
F (4.809470, 1.941909, 2.484898)
C (3.754751, 2.110794, 0.411008)
F (3.874538, 3.393584, 0.823703)
F (2.512494, 1.958653, -0.018980)
C (4.790310, 1.906704, -0.731181)
O (4.561492, 1.237452, -1.711754)
O (5.949427, 2.566936, -0.548168)
P (0.739798, -1.322620, 4.118364)
O (1.888219, -2.090100, 4.564611)
O (0.626553, 0.130978, 4.724764)
O (-0.632165, -2.067833, 4.372298)
C (-0.657244, 0.999174, -0.007690)
F (-1.874385, 1.599562, -0.022322)
F (0.067924, 1.708605, 0.916563)
C (0.031480, 1.278614, -1.324727)
C (0.154596, 2.599200, -1.636661)
C (0.763863, 2.999265, -2.766274)
C (1.253996, 2.082563, -3.651397)
C (1.127504, 0.777801, -3.347421)
C (1.672311, -0.233689, -4.319733)
F (2.294375, -1.243766, -3.724176)
F (2.482347, 0.318180, -5.216738)
F (0.652819, -0.771407, -5.028250)
C (0.531571, 0.365403, -2.201180)
H (-4.022655, 2.181659, 1.391544)
H (-4.560001, 0.842185, 0.408180)
H (-5.187430, 1.054969, 2.030650)
H (-2.263296, 0.864843, 2.053415)
H (-2.503314, -1.726814, 2.248950)
H (-2.365829, -3.275203, 0.377344)
H (-1.034409, -2.863721, -0.560942)
H (-3.474821, -0.196926, -0.961805)
H (-1.980043, -0.372010, -1.791286)
H (-3.654979, -2.874839, -1.334475)
H (-4.088446, -1.671368, -2.493822)
H (-2.333027, -3.912800, -4.296774)
H (0.062735, -1.002636, -0.020025)
H (6.128053, 2.697930, 0.393029)
H (-0.053102, 0.605472, 4.215472)
H (-0.559891, -2.977022, 4.054939)
H (-0.236794, 3.337266, -0.954023)
H (0.851082, 4.059634, -2.928686)
H (1.744271, 2.423168, -4.545155)
H (0.475122, -0.688043, -1.979356)

Atoms 1-2, force components in eV/Å:
0.0 0.1 0.2
-1.2 -0.2 0.2

Atom charges from the natural (NBO) analysis, given in e for atoms 1 to 4:
1. C -0.67
2. C -0.28
3. I 0.06
4. C -0.34